i.
ORCA calculation (ωB97M-V/def2-TZVPD) on a 8-piece molecular cluster, C24H64O8 overall.

Each line ends with the Löwdin charge.
Atoms and positions in Å:
C1 -3.1314 0.4258 -2.8753  -0.066
C2 -3.3121 -0.9927 -2.4365  -0.528
C3 -1.9612 -1.5777 -2.0581  -0.043
O1 -4.0376 -0.8433 -1.2943  -0.040
H1 -4.0137 0.8758 -3.3304  0.082
H2 -2.3463 0.5221 -3.6252  0.072
H3 -2.8609 1.1272 -2.0860  0.076
H4 -3.8446 -1.5520 -3.2057  0.143
H5 -1.2761 -1.7084 -2.8957  0.084
H6 -2.0602 -2.5448 -1.5650  0.066
H7 -1.5737 -0.8996 -1.2978  0.062
H8 -4.4165 -1.6260 -0.8877  0.098
C4 -1.9651 4.6251 -2.5293  -0.040
C5 -3.5346 4.6473 -2.5110  -0.473
C6 -4.1213 5.2529 -1.1951  -0.055
O2 -3.8873 5.5336 -3.4980  -0.057
H9 -1.5266 5.6034 -2.3324  0.080
H10 -1.6058 4.2088 -3.4705  0.071
H11 -1.5747 3.9751 -1.7463  0.057
H12 -3.9123 3.6459 -2.7176  0.127
H13 -3.8104 4.6605 -0.3346  0.064
H14 -5.2052 5.2879 -1.0857  0.072
H15 -3.7475 6.2510 -0.9666  0.073
H16 -3.4359 6.3649 -3.3343  0.089
C7 1.3755 -2.2184 3.8286  -0.046
C8 1.8443 -0.7753 3.8059  -0.510
C9 0.7664 0.1113 4.3717  -0.066
O3 2.9514 -0.5545 4.6492  -0.034
H17 1.3615 -2.5442 4.8687  0.091
H18 2.0104 -2.9098 3.2745  0.075
H19 0.4203 -2.3074 3.3113  0.052
H20 2.1289 -0.5817 2.7716  0.111
H21 0.4322 -0.1876 5.3652  0.089
H22 -0.1207 0.1625 3.7403  0.063
H23 1.0580 1.1548 4.4908  0.080
H24 3.1770 0.3353 4.3680  0.086
C10 -0.0976 -4.1567 0.6276  -0.065
C11 0.4203 -5.5263 0.3695  -0.528
C12 1.5539 -5.9094 1.3195  -0.052
O4 -0.5982 -6.4116 0.6432  -0.042
H25 -1.0502 -3.9889 0.1251  0.074
H26 0.5521 -3.3773 0.2294  0.074
H27 -0.2786 -4.0503 1.6971  0.069
H28 0.6618 -5.6444 -0.6868  0.146
H29 1.3935 -5.6285 2.3604  0.077
H30 2.4390 -5.3955 0.9445  0.077
H31 1.8013 -6.9708 1.3060  0.081
H32 -0.8168 -6.3075 1.5722  0.092
C13 0.9613 2.4409 -4.9319  -0.033
C14 0.8203 1.6978 -3.5563  -0.531
C15 1.5753 0.4083 -3.5230  -0.046
O5 1.1684 2.5654 -2.5513  -0.045
H33 0.5457 3.4431 -4.8272  0.064
H34 0.4866 1.8933 -5.7460  0.073
H35 1.9719 2.6433 -5.2867  0.072
H36 -0.2355 1.4653 -3.4174  0.106
H37 1.3111 -0.2512 -4.3497  0.086
H38 1.3980 -0.0938 -2.5719  0.060
H39 2.6304 0.6730 -3.5925  0.080
H40 1.1829 2.0325 -1.7529  0.015
C16 6.4839 1.1169 0.5845  -0.041
C17 5.1040 1.2642 -0.0498  -0.534
C18 5.1191 1.5381 -1.4835  -0.056
O6 4.3721 0.0969 0.1388  -0.054
H41 7.0827 2.0175 0.4482  0.082
H42 7.1141 0.4132 0.0406  0.078
H43 6.4073 0.7778 1.6176  0.082
H44 4.6011 2.0968 0.4422  0.147
H45 4.0947 1.5518 -1.8555  0.070
H46 5.6365 0.7628 -2.0485  0.096
H47 5.5256 2.5216 -1.7194  0.099
H48 4.6533 -0.5739 -0.4877  0.114
C19 -2.9032 -1.8479 2.1568  -0.036
C20 -3.6435 -1.9199 3.5732  -0.441
C21 -2.7890 -1.3244 4.7092  -0.062
O7 -4.7707 -1.0899 3.4621  -0.062
H49 -2.7838 -0.8553 1.7225  0.064
H50 -3.4659 -2.3679 1.3815  0.066
H51 -1.8919 -2.2333 2.2864  0.042
H52 -3.9292 -2.9499 3.7869  0.136
H53 -3.4089 -1.1703 5.5924  0.080
H54 -2.4622 -0.3057 4.5002  0.067
H55 -1.8959 -1.9297 4.8646  0.070
H56 -4.4729 -0.2149 3.2025  0.087
C22 -0.3541 1.6457 0.1606  -0.018
C23 0.9789 0.9681 0.4809  -0.453
C24 0.9136 -0.5621 0.3483  -0.052
O8 2.0176 1.4156 -0.3374  -0.070
H57 -1.1990 1.0494 0.5050  0.075
H58 -0.4622 1.6980 -0.9227  0.058
H59 -0.4253 2.6669 0.5351  0.090
H60 1.2925 1.2741 1.4789  0.129
H61 1.8854 -1.0294 0.5072  0.075
H62 0.6158 -0.9585 -0.6225  0.059
H63 0.1595 -0.9463 1.0352  0.068
H64 2.7587 0.9053 -0.0025  0.040

The HOMO-LUMO gap comes out at 9.963 eV. Its structure (SMILES) is CC(C)O.CC(C)O.CC(C)O.CC(C)O.CC(C)O.CC(C)O.CC(C)O.CC(C)O. As for the highest occupied orbital energy: -0.35257 Ha.

---

ii.
ORCA calculation (ωB97M-V/def2-TZVPD) on a 8-piece molecular cluster, C24H64O8 overall.

Each line ends with the Löwdin charge.
Atoms and positions in Å:
C1 12.5206 -10.6356 32.1826  -0.059
C2 13.0966 -9.2454 32.4542  -0.478
C3 12.6232 -8.2508 31.4010  -0.053
O1 12.6897 -8.8259 33.7590  -0.062
H1 13.0476 -11.4115 32.7405  0.076
H2 12.7010 -10.9094 31.1381  0.075
H3 11.4569 -10.6538 32.4109  0.083
H4 14.1849 -9.2867 32.4742  0.133
H5 11.5847 -7.9539 31.5462  0.078
H6 12.6829 -8.6984 30.4030  0.084
H7 13.2814 -7.3824 31.3401  0.049
H8 11.7300 -8.7424 33.7733  0.081
C4 9.7512 -3.0788 30.7719  -0.052
C5 10.0247 -4.5475 31.0532  -0.453
C6 10.7154 -5.2245 29.8784  -0.041
O2 10.8793 -4.6806 32.1938  -0.082
H9 9.5509 -2.6409 31.7566  0.070
H10 8.8610 -2.9075 30.1645  0.066
H11 10.5780 -2.5380 30.3073  0.084
H12 9.0846 -5.0268 31.3214  0.143
H13 11.6963 -4.7936 29.6922  0.076
H14 10.0930 -5.1442 28.9792  0.081
H15 10.7720 -6.2991 30.0584  0.066
H16 11.6456 -4.0971 32.1636  0.077
C7 10.8024 -5.6279 36.0007  -0.045
C8 9.4306 -5.5490 35.2782  -0.456
C9 9.0878 -4.0933 34.9816  -0.070
O3 9.5245 -6.2457 34.0421  -0.078
H17 11.1976 -4.6560 36.3091  0.064
H18 11.5264 -6.2156 35.4451  0.062
H19 10.6570 -6.1098 36.9778  0.071
H20 8.6932 -5.9996 35.9339  0.128
H21 8.7475 -3.6045 35.9059  0.082
H22 8.2898 -3.9891 34.2467  0.072
H23 9.9550 -3.5063 34.6755  0.068
H24 10.1138 -5.7208 33.4783  0.032
C10 10.2505 1.0173 31.7257  -0.063
C11 8.9574 1.7538 32.0131  -0.499
C12 8.4387 1.3614 33.3842  -0.057
O4 9.1950 3.1678 32.0801  -0.058
H25 11.0500 1.3620 32.3804  0.086
H26 10.5959 1.2097 30.7020  0.079
H27 10.1006 -0.0588 31.8210  0.064
H28 8.1967 1.5703 31.2488  0.132
H29 8.0008 0.3645 33.3593  0.067
H30 7.6431 2.0601 33.6524  0.083
H31 9.2497 1.4487 34.1028  0.085
H32 9.7023 3.4078 31.2984  0.082
C13 3.5527 -1.7990 31.1922  -0.063
C14 4.6430 -2.4227 32.0397  -0.487
C15 5.9848 -1.7647 31.8046  -0.061
O5 4.2770 -2.3177 33.4198  -0.055
H33 3.5771 -0.7079 31.1768  0.080
H34 2.5677 -2.1215 31.5329  0.080
H35 3.6060 -2.1383 30.1510  0.077
H36 4.7129 -3.4901 31.8366  0.140
H37 5.9959 -0.6808 31.9296  0.078
H38 6.3272 -1.9509 30.7787  0.056
H39 6.7701 -2.2345 32.4027  0.070
H40 4.2613 -1.3857 33.6601  0.086
C16 6.5953 -2.7218 27.6932  -0.059
C17 6.9583 -1.8907 26.4756  -0.495
C18 7.0388 -2.7167 25.2075  -0.065
O6 5.9855 -0.8306 26.3507  -0.052
H41 7.1608 -3.6433 27.8119  0.077
H42 5.5227 -2.9229 27.6296  0.086
H43 6.7334 -2.1211 28.5949  0.052
H44 7.9318 -1.4100 26.6361  0.133
H45 7.2640 -2.1121 24.3292  0.077
H46 6.0920 -3.2367 25.0304  0.084
H47 7.7916 -3.5046 25.2810  0.078
H48 6.4879 -0.0198 26.2412  0.082
C19 14.6509 -3.5632 35.0399  -0.048
C20 14.7818 -4.1602 33.6334  -0.491
C21 14.5509 -5.6508 33.6930  -0.042
O7 13.8108 -3.5922 32.7601  -0.059
H49 14.7242 -2.4760 35.0498  0.078
H50 15.3945 -3.9991 35.7075  0.085
H51 13.6792 -3.8879 35.4253  0.074
H52 15.7967 -3.9259 33.2802  0.132
H53 13.5365 -5.8095 34.0775  0.078
H54 15.2721 -6.2062 34.2839  0.094
H55 14.4900 -6.0963 32.6968  0.047
H56 13.7309 -2.6565 32.9691  0.091
C22 17.3903 -6.0543 30.4183  -0.053
C23 15.9782 -6.4835 30.0818  -0.494
C24 15.0105 -5.3340 29.9042  -0.047
O8 15.9822 -7.2290 28.8448  -0.060
H57 17.7103 -5.1710 29.8647  0.082
H58 18.0915 -6.8799 30.3048  0.077
H59 17.4633 -5.7456 31.4710  0.077
H60 15.6001 -7.1555 30.8630  0.114
H61 15.4425 -4.5330 29.3012  0.088
H62 14.8716 -4.9028 30.8975  0.054
H63 14.0732 -5.6744 29.4745  0.072
H64 16.4734 -8.0429 28.9895  0.080

The HOMO-LUMO gap comes out at 9.847 eV. Its structure (SMILES) is CC(C)O.CC(C)O.CC(C)O.CC(C)O.CC(C)O.CC(C)O.CC(C)O.CC(C)O. As for the highest occupied orbital energy: -0.35094 Ha.

---

It turns out ii is the most stable, with the second structure 138.1 kJ/mol higher.